{"formula": "C3H12N2", "method": "the ωB97M-V functional and the def2-TZVPD basis", "elements": ["C", "N", "C", "H", "H", "H", "H", "H", "H", "H", "C", "N", "H", "H", "H", "H", "H"], "positions_angstrom": [[1.424, 0.370, -0.703], [1.241, -1.127, -0.390], [1.722, -1.430, 0.969], [0.571, 1.103, -0.400], [2.386, 0.751, -0.487], [1.342, 0.478, -1.813], [1.906, -1.656, -1.036], [2.533, -0.921, 1.425], [2.093, -2.430, 0.980], [0.814, -1.335, 1.670], [-2.294, 1.329, 0.338], [-2.050, 0.386, -0.771], [-1.979, 2.419, 0.304], [-2.169, 0.977, 1.313], [-3.371, 1.493, 0.274], [-1.298, -0.215, -0.797], [-2.870, -0.193, -0.878]], "nbo_charge": [-0.45, -0.62, -0.42, 0.21, 0.18, 0.20, 0.35, 0.17, 0.19, 0.19, -0.42, -0.85, 0.19, 0.17, 0.19, 0.37, 0.35], "fmax_ev_per_a": 3.25, "total_energy_ev": -6284.0016, "smiles": "CNC.CN", "de_lowest_ev": 1.593, "e_homo_ev": -9.00, "orbital_gap_ha": 0.37042}